# C78H216N18O24

A 21-piece molecular cluster, C78H216N18O24 overall in a non-equilibrium geometry (ωB97M-V/def2-TZVPD, OMol25).

Computed properties:
Total charge: 0
LUMO in eV: 0.35
Kohn-Sham gap in eV: 8.7
Spin multiplicity: 1
Maximum force in eV/Å: 4.30

Element x y z (Å)
C1 25.08308 23.86932 18.22050
C2 26.05657 24.93586 17.88758
C3 27.27600 25.03788 18.81596
O1 26.92718 25.33695 20.16662
C4 28.03430 25.42493 20.99727
N1 26.48310 24.80125 16.51231
H1 25.45311 22.87615 18.14297
H2 24.26563 23.88497 17.50054
H3 24.78783 24.07801 19.22743
H4 25.47563 25.87926 17.94392
H5 27.91158 25.77988 18.36016
H6 27.76480 24.06470 18.74650
H7 27.82664 26.13057 21.81558
H8 28.93084 25.81445 20.43582
H9 28.40775 24.49933 21.39129
H10 27.11022 23.99779 16.42423
H11 27.01154 25.57230 16.14896
C5 26.43807 17.40005 20.95117
C6 25.15004 16.58937 21.30822
C7 24.07133 17.63071 21.75601
O2 22.99223 16.87732 22.39252
C8 21.75087 17.61082 22.29043
N2 24.73690 15.74254 20.16483
H12 26.25351 18.04105 20.05129
H13 27.18431 16.60316 20.78815
H14 26.60013 18.05458 21.81696
H15 25.38958 15.89018 22.12629
H16 23.60726 18.11814 20.87570
H17 24.54630 18.32120 22.46951
H18 20.91928 16.95071 22.62417
H19 21.63966 17.84820 21.24578
H20 21.86639 18.48436 22.89509
H21 24.43968 16.42547 19.43560
H22 23.87058 15.38325 20.47271
C9 23.69793 20.47455 18.91624
C10 22.33736 19.84126 19.08490
C11 21.25094 20.60435 18.31519
O3 19.96562 19.87098 18.55189
C12 18.84723 20.66959 18.43746
N3 22.46674 18.47117 18.64646
H23 23.96336 20.21517 17.91842
H24 24.47086 20.10138 19.61679
H25 23.68774 21.57464 19.08307
H26 22.02097 19.92340 20.10148
H27 21.40613 20.59562 17.20856
H28 21.18409 21.64757 18.64558
H29 17.89990 20.29249 18.84040
H30 18.67994 20.87029 17.37764
H31 19.02049 21.67085 18.91403
H32 21.48726 18.16008 18.52294
H33 22.94101 18.33430 17.70607
C13 22.07707 17.12352 15.15647
C14 23.18146 16.64331 16.01953
C15 23.67457 15.22481 15.47771
O4 22.60251 14.36379 15.67834
C16 22.90035 13.05064 15.15296
N4 24.12763 17.66718 16.13730
H34 21.29955 16.37348 15.12136
H35 22.39624 17.18522 14.07956
H36 21.72158 18.05147 15.50191
H37 22.73650 16.42073 16.97634
H38 24.49816 14.87229 16.06081
H39 23.95893 15.17693 14.42385
H40 23.70323 12.66776 15.74531
H41 23.19637 13.25163 14.09806
H42 22.02189 12.39284 15.25227
H43 24.30382 18.30413 15.36090
H44 24.98725 17.48510 16.65473
C17 17.22028 15.24291 20.76683
C18 16.82278 16.53146 21.47136
C19 17.87410 17.01785 22.42890
O5 18.62177 15.99038 23.14779
C20 17.71556 15.31607 23.96396
N5 16.49880 17.73260 20.69620
H45 18.06532 15.34847 20.06129
H46 16.25959 14.94695 20.19589
H47 17.50790 14.43293 21.49194
H48 15.93762 16.30295 22.05812
H49 17.45666 17.79089 23.08782
H50 18.61872 17.57645 21.87860
H51 16.94489 15.95847 24.36767
H52 18.34221 14.90606 24.75264
H53 17.23671 14.49631 23.40450
H54 15.55285 17.60796 20.38969
H55 16.96061 17.85138 19.81395
C21 22.45976 20.36254 27.41911
C22 21.26467 21.32627 27.13088
C23 21.12063 21.95410 25.72670
O6 20.27550 23.08674 25.71927
C24 20.76656 24.17867 25.01874
N6 20.01067 20.78505 27.56342
H56 23.31455 20.74549 26.83628
H57 22.22453 19.34778 27.07076
H58 22.74341 20.37048 28.48771
H59 21.50686 22.19585 27.79524
H60 20.73233 21.24500 24.92038
H61 22.03832 22.36306 25.29498
H62 21.73654 24.56949 25.33963
H63 20.10580 25.03381 25.16855
H64 20.80026 23.94484 23.94017
H65 19.93847 19.83384 27.81743
H66 19.31421 21.34665 28.10796
C25 22.72727 21.10840 14.52655
C26 23.62650 22.30137 14.70198
C27 24.96586 22.13021 13.98215
O7 25.65068 21.12293 14.67169
C28 26.89247 20.73820 14.13665
N7 22.95434 23.43276 14.12281
H67 22.66786 20.75343 13.50578
H68 21.73853 21.34696 14.91458
H69 23.17321 20.27988 15.12415
H70 23.81915 22.51002 15.73574
H71 25.46014 23.07568 13.97994
H72 24.73432 21.83984 12.92453
H73 27.33462 19.95365 14.69981
H74 27.65149 21.58136 14.08469
H75 26.73941 20.43312 13.03277
H76 23.54330 24.25487 14.21476
H77 22.87683 23.34152 13.09768
C29 14.18796 21.47310 11.33950
C30 15.74061 21.23369 11.74153
C31 16.32811 22.46814 12.51811
O8 16.37699 23.61100 11.67205
C32 17.08127 24.65412 12.25803
N8 15.80671 20.04521 12.60361
H78 13.81459 20.51445 10.87291
H79 14.18133 22.22713 10.58611
H80 13.65365 21.67478 12.26550
H81 16.32898 21.04365 10.84481
H82 17.31760 22.07763 12.83234
H83 15.84549 22.65444 13.45752
H84 17.97015 24.32805 12.80541
H85 16.45840 25.31718 12.88475
H86 17.54453 25.23096 11.46849
H87 15.49298 20.27165 13.55276
H88 16.68035 19.61397 12.72009
C33 19.52776 20.77428 22.69472
C34 18.36455 21.80866 22.95082
C35 18.30683 22.70424 21.69608
O9 19.43093 23.50698 21.60591
C36 19.53956 23.91797 20.24819
N9 17.05547 21.23026 23.26129
H89 20.53631 21.21646 22.65882
H90 19.44775 20.22534 21.75045
H91 19.65599 20.12208 23.59149
H92 18.53177 22.51662 23.79360
H93 17.39903 23.37937 21.71531
H94 18.16524 22.00465 20.86419
H95 20.11838 24.83794 20.21607
H96 18.46473 24.13538 19.91986
H97 20.05414 23.10908 19.67507
H98 16.90963 21.19870 24.22569
H99 17.05747 20.26107 22.92954
C37 23.97741 27.95860 19.70452
C38 23.55452 27.05682 20.76224
C39 24.31765 27.28892 22.06165
O10 23.98516 26.39160 23.08523
C40 24.25348 26.89429 24.39371
N10 22.09512 26.98830 20.78538
H100 23.84068 29.04759 19.86363
H101 23.57255 27.61809 18.72101
H102 25.02444 27.82635 19.55450
H103 23.87735 26.05972 20.37770
H104 24.04910 28.31484 22.35925
H105 25.36996 27.16995 21.66875
H106 23.62963 27.81753 24.63920
H107 25.38743 27.16571 24.45699
H108 23.98604 26.17062 25.20946
H109 21.69501 27.86663 21.09724
H110 21.73376 26.32142 21.42106
C41 24.24936 11.67946 22.02177
C42 23.39824 12.96725 22.15082
C43 21.90973 12.71211 21.99791
O11 21.71962 12.30859 20.62198
C44 20.39964 12.02854 20.37698
N11 23.56650 13.62114 23.50528
H111 24.31309 11.22409 22.97056
H112 25.18674 11.91690 21.50320
H113 23.70902 11.00244 21.35633
H114 23.69846 13.71218 21.38267
H115 21.25100 13.60520 22.18412
H116 21.58167 11.86612 22.69256
H117 19.85764 12.96546 20.27890
H118 19.98262 11.22950 21.04208
H119 20.32776 11.57153 19.41914
H120 23.13797 14.52724 23.42492
H121 24.54802 13.80795 23.63955
C45 11.16186 17.61347 19.45645
C46 12.70861 17.97448 19.65942
C47 12.92039 19.47715 19.49819
O12 12.51818 19.78698 18.18061
C48 12.14141 21.11356 18.01016
N12 13.29668 17.48558 20.82905
H122 10.46726 18.26777 19.92766
H123 10.90232 16.57606 19.71552
H124 11.02009 17.71539 18.39435
H125 13.16572 17.55363 18.75696
H126 13.97022 19.73760 19.62052
H127 12.31388 20.11301 20.20444
H128 13.02479 21.83643 18.20099
H129 11.36850 21.40066 18.65305
H130 11.75388 21.32312 16.97678
H131 12.71472 16.93168 21.41038
H132 13.61519 18.24832 21.46824
C49 21.40402 16.24300 27.09749
C50 19.91301 16.66118 27.12255
C51 19.19376 15.32682 27.41114
O13 17.81103 15.55820 27.70345
C52 17.04002 14.39386 27.88139
N13 19.72101 17.63646 28.19892
H133 21.63402 15.78476 28.07793
H134 22.03503 17.12996 26.95995
H135 21.63336 15.50160 26.36093
H136 19.53446 17.04845 26.12444
H137 19.70827 14.82943 28.26393
H138 19.19768 14.64134 26.56521
H139 16.49298 13.99344 27.03004
H140 16.38911 14.77491 28.69641
H141 17.70168 13.64684 28.26530
H142 18.77351 17.85483 28.34318
H143 20.13809 17.29098 29.04036
C53 26.76872 21.98188 23.22027
C54 25.83191 21.63530 22.07377
C55 24.64538 22.60797 22.22443
O14 23.66346 22.43797 21.22058
C56 22.46225 22.91240 21.52076
N14 26.60470 21.96773 20.91947
H144 26.34840 21.84932 24.26625
H145 27.10926 22.98620 23.18025
H146 27.71507 21.34605 23.09546
H147 25.32548 20.66479 22.10230
H148 25.05239 23.63291 22.20830
H149 24.08458 22.47892 23.18898
H150 22.35728 24.01434 21.47660
H151 21.95449 22.58240 22.51267
H152 21.81564 22.49890 20.71385
H153 26.10475 21.70674 20.02325
H154 27.43409 21.35508 20.99419
C57 28.77999 16.16839 17.46443
C58 29.73176 17.35850 17.52722
C59 28.93786 18.59252 17.85354
O15 27.72976 18.54489 17.10418
C60 26.95461 19.68517 17.28192
N15 30.74033 17.27564 18.63507
H155 29.30593 15.16075 17.50341
H156 28.19561 16.24625 16.56013
H157 28.13821 16.09871 18.36322
H158 30.16688 17.49108 16.56196
H159 29.40669 19.49333 17.52623
H160 28.67221 18.66182 18.92656
H161 27.45395 20.57543 16.90446
H162 26.74167 19.91270 18.34320
H163 26.01076 19.59869 16.73744
H164 31.62647 16.79636 18.37861
H165 30.30451 16.79164 19.41292
C61 18.68790 29.05688 18.96076
C62 18.33815 27.63194 19.03304
C63 17.97066 27.23251 20.45470
O16 19.14914 27.29741 21.19724
C64 18.87457 26.89166 22.49576
N16 17.27260 27.20292 18.10329
H166 19.16317 29.24748 18.03003
H167 19.38592 29.31147 19.72238
H168 17.74007 29.66402 19.02143
H169 19.14640 27.02412 18.75068
H170 17.61175 26.19007 20.62577
H171 17.10483 27.72941 20.99593
H172 19.84436 26.92296 23.05303
H173 18.36812 25.92773 22.57075
H174 18.21426 27.68363 22.97082
H175 16.46887 27.68609 18.47170
H176 17.40462 27.51415 17.14079
C65 18.81298 17.62921 11.40809
C66 19.21978 19.02395 11.14396
C67 19.84407 19.71418 12.37026
O17 18.84254 19.78418 13.33051
C68 19.35969 20.41906 14.52416
N17 20.11910 19.20698 10.02803
H177 18.32244 17.19567 10.46982
H178 18.02396 17.60020 12.14476
H179 19.61155 16.96569 11.71220
H180 18.19211 19.51402 10.96295
H181 20.17940 20.74886 12.14572
H182 20.65275 19.09232 12.80275
H183 18.51339 20.53688 15.16134
H184 19.66912 21.40406 14.18565
H185 20.13356 19.78340 14.96153
H186 19.83331 18.65689 9.22914
H187 20.10529 20.14866 9.71197
C69 14.40291 17.31978 14.71009
C70 15.07218 18.24789 15.75780
C71 16.62860 18.33138 15.65819
O18 17.18922 17.18643 16.24050
C72 18.54994 17.16560 16.27699
N18 14.47394 19.59951 15.86217
H188 13.30325 17.19950 14.82193
H189 14.87942 16.30519 14.91682
H190 14.60502 17.69076 13.71069
H191 14.93647 17.66802 16.67951
H192 16.95389 19.21422 16.14860
H193 16.87826 18.27444 14.56715
H194 18.87843 17.36931 17.33355
H195 18.99070 17.90675 15.61512
H196 18.93068 16.16753 15.99064
H197 14.78528 20.10191 16.67598
H198 13.45201 19.50492 15.87024
C73 20.29023 24.72980 16.33781
C74 19.82891 25.87905 15.54394
O19 19.73831 27.11012 16.34993
O20 20.31783 23.60045 15.51032
H199 19.62902 24.55125 17.20607
H200 21.33106 24.95534 16.64011
H201 18.90608 25.53564 15.05696
H202 20.49152 25.95085 14.64316
H203 20.45756 27.26376 16.95082
H204 21.08713 23.59123 14.90557
C75 14.21672 23.86439 21.43610
C76 14.10332 22.34966 21.28748
O21 15.32102 21.75764 20.85617
O22 13.87470 24.74112 20.35567
H205 15.33623 23.94404 21.70246
H206 13.58725 24.29236 22.18556
H207 13.39134 22.15800 20.52064
H208 13.73823 21.87611 22.22253
H209 15.85313 21.73826 21.65694
H210 14.59889 24.68822 19.68629
C77 15.43313 22.77999 17.33938
C78 16.48746 23.81442 17.43756
O23 16.38765 24.57454 18.63783
O24 15.56775 21.49807 18.05332
H211 15.41316 22.45211 16.26990
H212 14.42416 23.23580 17.62098
H213 16.40968 24.45958 16.60079
H214 17.51126 23.36436 17.38390
H215 16.79975 25.44871 18.53376
H216 15.85877 21.70067 18.97492